DFT (wB97M-V/def2-TZVPD) results for a molecular structure, C37H52BrN4P2Tc.

Each line ends with the Mulliken spin population.
Cartesian coordinates (Å):
Tc (0.7279, -1.2216, 0.7773)  1.859
C (-2.4452, -3.9414, -3.2180)  0.002
C (-2.2656, -3.0345, -1.9960)  0.000
C (-3.0121, -3.5905, -0.7909)  -0.001
C (-0.7894, -2.8043, -1.7430)  -0.040
C (-0.1195, -3.3159, -0.6292)  0.096
C (1.2757, -3.2010, -0.5031)  0.016
C (2.0482, -2.5477, -1.4762)  -0.049
C (3.5450, -2.6065, -1.4692)  -0.007
C (1.3522, -1.9505, -2.5356)  0.015
C (-0.0184, -2.1030, -2.6725)  -0.026
H (-3.5019, -4.1446, -3.3818)  0.000
H (-1.9405, -4.8945, -3.0628)  0.000
H (-2.0483, -3.4948, -4.1278)  0.000
H (-2.7021, -2.0586, -2.2401)  0.004
H (-2.6598, -4.5873, -0.5263)  0.000
H (-4.0718, -3.6793, -1.0204)  0.000
H (-2.9175, -2.9502, 0.0910)  0.000
H (-0.6590, -3.8696, 0.1257)  0.018
H (1.7678, -3.7162, 0.3171)  0.022
H (3.9346, -2.9684, -0.5201)  0.002
H (3.9931, -1.6388, -1.6957)  -0.001
H (3.8671, -3.3006, -2.2478)  0.001
H (1.9086, -1.4318, -3.3056)  0.000
H (-0.5034, -1.6927, -3.5511)  -0.001
C (1.9632, 1.6251, 2.5421)  0.032
P (0.5638, 1.1570, 1.4898)  -0.050
C (0.9767, 2.1265, -0.0510)  -0.031
N (2.2385, 2.4700, -0.0296)  -0.032
C (2.7872, 3.1013, -1.0993)  0.035
C (4.1403, 3.4955, -1.0543)  -0.014
C (4.6764, 4.1315, -2.1390)  0.036
C (3.9007, 4.3922, -3.2996)  -0.015
C (2.5884, 4.0248, -3.3622)  0.017
C (2.0114, 3.3741, -2.2450)  0.007
N (0.7031, 3.0407, -2.2681)  0.061
C (0.1968, 2.4206, -1.2209)  0.049
P (-1.5534, 2.1759, -1.4726)  0.498
C (-1.9702, 0.4422, -1.3291)  0.114
C (-2.3214, 2.9667, -2.9310)  0.099
C (-3.8300, 2.7217, -2.7637)  0.035
C (-1.7913, 2.2607, -4.1889)  0.051
C (-2.0339, 4.4670, -2.9441)  0.019
C (-0.8893, 1.8706, 2.4380)  -0.002
C (-0.5680, 3.3331, 2.7948)  -0.002
C (-1.0560, 1.0455, 3.7216)  -0.001
C (-2.2201, 1.8427, 1.6925)  0.028
H (2.0267, 2.7103, 2.5917)  0.000
H (2.8987, 1.2390, 2.1555)  -0.003
H (1.7906, 1.2075, 3.5317)  0.002
H (4.7167, 3.2984, -0.1632)  0.000
H (5.7079, 4.4525, -2.1195)  0.001
H (4.3633, 4.8970, -4.1350)  0.000
H (1.9779, 4.2246, -4.2303)  -0.001
H (-1.5444, -0.0546, -2.2061)  0.037
H (-3.0437, 0.2820, -1.2930)  -0.004
H (-1.5264, 0.0220, -0.4219)  -0.038
H (-4.0955, 1.6665, -2.7624)  0.002
H (-4.3226, 3.1710, -3.6258)  0.001
H (-4.2323, 3.1984, -1.8708)  -0.009
H (-2.1112, 1.2196, -4.2401)  0.000
H (-0.7078, 2.3255, -4.2762)  -0.005
H (-2.2288, 2.7726, -5.0480)  0.011
H (-2.3204, 4.9453, -2.0078)  -0.007
H (-2.6454, 4.9047, -3.7331)  0.001
H (-0.9901, 4.6834, -3.1566)  -0.001
H (0.1872, 3.4190, 3.5716)  0.000
H (-1.4779, 3.7950, 3.1775)  -0.001
H (-0.2467, 3.9167, 1.9300)  0.002
H (-0.1363, 0.9282, 4.2896)  -0.001
H (-1.4656, 0.0604, 3.5104)  0.001
H (-1.7631, 1.5706, 4.3646)  0.000
H (-2.2347, 2.5317, 0.8468)  0.047
H (-2.9970, 2.1953, 2.3719)  -0.001
H (-2.5149, 0.8430, 1.3749)  -0.014
Br (6.3753, -2.2519, 3.9997)  0.029
C (4.7483, -1.9330, 3.1571)  0.109
C (4.7212, -1.2157, 1.9598)  -0.032
C (3.5093, -0.9869, 1.3374)  0.054
C (2.3165, -1.4647, 1.8992)  -0.061
C (2.3556, -2.1749, 3.1059)  0.070
C (3.5692, -2.4124, 3.7270)  -0.048
H (5.6409, -0.8495, 1.5288)  0.000
H (3.5063, -0.4210, 0.4083)  -0.018
H (1.4535, -2.5480, 3.5641)  0.008
H (3.6104, -2.9695, 4.6516)  0.001
C (-3.3627, -2.3277, 4.0982)  -0.004
N (-2.1871, -3.0337, 3.5616)  0.041
C (-1.9630, -4.4317, 3.9778)  -0.004
C (-1.3613, -2.4480, 2.7727)  0.052
N (-0.6061, -1.9199, 2.0511)  -0.068
H (-3.2619, -2.2284, 5.1774)  0.001
H (-4.2480, -2.9124, 3.8548)  0.001
H (-3.4303, -1.3477, 3.6342)  0.002
H (-1.8430, -4.4553, 5.0589)  0.001
H (-1.0643, -4.8055, 3.4951)  0.002
H (-2.8215, -5.0286, 3.6751)  0.001

Summary:
**LUMO (spin up / spin down)**: -8.9 / -10.2 eV
**<S²>**: 3.800
**2S+1**: 4
**Charge**: +3

---

DFT (wB97M-V/def2-TZVPD) results for a gas-phase ion, C11H12NO (charge +1).

Each line ends with the natural charge from an NBO analysis.
Cartesian coordinates (Å):
C (1.2013, 0.6942, -2.8375)  -0.111
C (2.5379, 0.4017, -2.3378)  -0.144
C (0.0774, 0.4590, -2.0958)  -0.275
C (2.7379, 0.4367, -1.0153)  -0.238
C (0.2479, 0.1597, -0.7060)  0.189
C (1.6073, 0.2819, -0.1576)  0.430
C (0.3077, 0.5425, 2.5793)  0.329
C (-1.8343, -0.5823, 2.2268)  -0.372
C (-0.3893, -0.7112, 2.5904)  -0.417
C (-0.8803, -1.0190, 1.1623)  -0.002
C (-2.1503, 0.2438, -0.5517)  -0.420
N (-0.8426, -0.0865, 0.0509)  -0.334
O (1.7440, 0.0924, 1.0452)  -0.515
H (1.3279, 0.9191, -3.8519)  0.237
H (3.3704, 0.3468, -2.9328)  0.230
H (-0.9785, 0.5223, -2.5196)  0.244
H (3.6394, 0.3556, -0.5154)  0.239
H (1.1450, 0.8190, 3.3012)  0.206
H (-2.5445, -1.3215, 2.5572)  0.260
H (-2.3274, 0.3262, 2.0881)  0.244
H (-0.0641, -1.4787, 3.1508)  0.263
H (-0.7508, -2.1281, 0.8950)  0.260
H (-2.2056, -0.6288, -1.2357)  0.216
H (-2.8458, 0.1105, 0.2844)  0.229
H (-2.1307, 1.2448, -1.1745)  0.252

Summary:
**LUMO (spin up / spin down)**: -6.0 / -5.6 eV
**Energy relative to the best compared isomer or geometry (same formula, charge and spin)**: 8.149 eV
**Charge**: +1

---

DFT (wB97M-V/def2-TZVPD) results for 2 unconnected molecules or ions with the total composition C7H16ClN4.

Each line ends with the natural charge from an NBO analysis.
Cartesian coordinates (Å):
C (2.4458, 1.4065, 0.7260)  -0.306
C (3.5358, 0.6479, 0.5183)  0.049
C (1.3448, 0.8122, 0.1203)  0.226
C (3.9638, -1.5872, -0.4303)  -0.443
C (-0.1217, 1.3060, -0.2281)  -0.245
C (-3.6092, -0.1955, 0.5083)  -0.249
C (-2.5719, 0.5145, -0.3567)  -0.204
N (1.8122, -0.3465, -0.3417)  -0.299
N (3.1461, -0.4423, -0.1449)  -0.116
N (-4.9174, -0.4196, -0.1891)  -0.813
N (-1.1822, 0.4172, 0.2720)  -0.649
Cl (-0.1245, -2.3840, 0.4660)  -0.479
H (2.6547, 2.3454, 1.0661)  0.252
H (4.5773, 0.8072, 0.9561)  0.271
H (4.1797, -2.1617, 0.4563)  0.243
H (3.6118, -2.2664, -1.2711)  0.260
H (4.9668, -1.1279, -0.8654)  0.247
H (0.0142, 1.5321, -1.2505)  0.250
H (-0.2024, 2.4386, 0.1809)  0.228
H (-3.4296, -1.1264, 0.8634)  0.215
H (-3.8253, 0.4717, 1.3347)  0.196
H (-2.7404, 1.4934, -0.4830)  0.193
H (-2.5981, 0.0433, -1.3813)  0.202
H (1.2042, -1.1629, -0.6395)  0.470
H (-5.4399, 0.5037, -0.1185)  0.364
H (-4.8084, -0.7076, -1.1548)  0.362
H (-0.6802, -0.9874, 0.0844)  0.340
H (-1.2060, 0.1757, 1.3022)  0.436

Summary:
**LUMO**: -3.3 eV
**Energy relative to the best compared isomer or geometry (same formula, charge and spin)**: 0.000 eV
**Charge**: +1

---

DFT (wB97M-V/def2-TZVPD) results for C2H6SSi in the gas phase.

Each line ends with the natural charge from an NBO analysis.
Cartesian coordinates (Å):
Si (0.8350, -0.9686, -0.3224)  0.904
C (-0.6002, 0.2107, -0.3320)  -0.901
C (-0.6584, 1.0756, 0.9942)  -0.241
S (-0.0381, 2.5336, 1.0347)  0.067
H (0.3027, -2.2788, -0.0538)  -0.169
H (1.8576, -0.3521, 0.4749)  -0.155
H (1.2072, -1.0592, -1.7192)  -0.170
H (-1.4414, -0.4373, -0.5861)  0.245
H (-0.3406, 0.7383, -1.1952)  0.245
H (-1.1238, 0.5377, 1.7049)  0.174

Summary:
**LUMO**: -0.1 eV
**Energy relative to the best compared isomer or geometry (same formula, charge and spin)**: 2.405 eV
**Charge**: 0

---

DFT (wB97M-V/def2-TZVPD) results for 2 unconnected molecules or ions with the total composition C6H9F.

Each line ends with the natural charge from an NBO analysis.
Cartesian coordinates (Å):
F (0.5687, -1.6151, 0.2007)  -0.313
C (-0.7226, -1.2746, -0.1574)  0.395
C (-1.5696, -0.6398, -0.9134)  -0.249
C (-1.9669, -2.0151, -0.3186)  -0.399
H (-1.8055, -0.0432, -1.7847)  0.239
H (-1.7596, -3.0470, -1.0435)  0.152
H (-2.5738, -2.0768, 0.4493)  0.179
C (0.6741, 2.2216, -0.3456)  -0.415
C (1.0892, 1.0085, -0.1278)  -0.175
C (1.4475, 0.4328, 1.2238)  -0.636
H (0.5022, 3.0580, 0.3581)  0.196
H (0.4065, 2.5748, -1.3474)  0.192
H (1.3390, 0.2838, -0.8951)  0.197
H (0.5205, -0.1675, 1.6124)  0.220
H (1.4660, 1.3546, 1.8495)  0.199
H (2.3841, -0.0551, 1.2398)  0.218

Summary:
**LUMO**: 1.0 eV
**Energy relative to the best compared isomer or geometry (same formula, charge and spin)**: 4.947 eV
**Charge**: 0